Entry 1:
The following is a quantum chemistry calculation of C56H84NaO42 as an isolated structure, from the OMol25 dataset.

The geometry in XYZ format:
```
183
C56H84NaO42 | the OMol25 dataset | wB97M-V/def2-TZVPD
Na 15.956 14.965 15.236
C 15.287 16.832 22.666
C 16.005 15.510 22.600
C 16.176 14.875 23.995
O 16.031 13.426 23.718
C 15.251 13.333 22.601
O 14.637 12.378 22.214
O 15.138 14.507 21.969
H 15.908 17.587 23.145
H 14.392 16.673 23.245
H 15.035 17.198 21.671
H 16.892 15.378 21.995
H 15.387 15.180 24.661
H 17.164 15.096 24.352
C 13.873 19.051 7.836
C 14.834 17.874 7.790
C 16.270 18.251 8.355
O 16.300 17.597 9.661
C 15.258 16.745 9.800
O 15.092 15.977 10.723
O 14.397 16.824 8.710
H 12.810 18.794 7.650
H 14.161 19.820 7.107
H 13.818 19.635 8.736
H 14.891 17.459 6.816
H 16.514 19.340 8.546
H 17.058 17.884 7.720
C 9.806 15.454 17.137
C 8.663 15.059 16.308
C 7.923 16.145 15.457
O 7.749 15.458 14.168
C 8.560 14.393 14.180
O 8.785 13.702 13.207
O 9.223 14.195 15.317
H 9.460 16.180 17.858
H 10.469 15.926 16.434
H 10.154 14.524 17.538
H 7.951 14.404 16.924
H 8.624 17.017 15.348
H 6.921 16.534 15.734
C 22.242 13.183 14.598
C 20.750 12.818 14.724
C 20.402 11.594 15.555
O 19.291 11.978 16.298
C 19.123 13.308 16.211
O 18.236 13.930 16.748
O 20.045 13.834 15.462
H 22.208 14.314 14.456
H 22.596 12.777 13.666
H 22.858 12.912 15.437
H 20.292 12.841 13.758
H 21.278 11.408 16.223
H 20.218 10.724 15.037
C 18.496 20.574 16.286
C 18.284 19.958 14.960
C 19.471 19.185 14.571
O 19.031 17.938 14.034
C 17.723 17.821 14.296
O 17.075 16.834 14.013
O 17.238 18.870 14.921
H 19.189 21.459 16.223
H 19.008 19.893 16.963
H 17.532 20.969 16.620
H 18.008 20.666 14.182
H 20.075 18.964 15.427
H 20.040 19.720 13.772
C 12.568 12.296 19.871
C 13.923 12.397 19.199
C 14.610 11.084 18.987
O 15.296 11.297 17.721
C 14.781 12.357 17.130
O 15.050 12.746 16.017
O 13.834 12.923 17.848
H 11.891 11.960 19.160
H 12.160 13.252 20.151
H 12.691 11.670 20.721
H 14.508 13.106 19.821
H 13.891 10.265 18.715
H 15.253 10.954 19.830
C 16.253 20.940 19.194
C 15.714 19.538 19.175
C 14.257 19.376 18.723
O 14.342 18.067 18.052
C 15.608 17.858 17.669
O 16.015 16.969 16.982
O 16.372 18.748 18.211
H 16.169 21.542 18.314
H 17.343 20.989 19.566
H 15.655 21.381 19.987
H 15.756 19.102 20.158
H 13.790 20.111 18.013
H 13.560 19.186 19.544
C 12.669 18.048 15.129
C 13.984 18.652 14.766
C 13.948 19.294 13.377
O 14.863 20.451 13.503
C 15.074 20.655 14.843
O 15.728 21.514 15.342
O 14.357 19.758 15.577
H 11.894 18.792 14.973
H 12.650 17.537 16.076
H 12.456 17.312 14.366
H 14.747 17.896 14.847
H 12.963 19.716 13.043
H 14.208 18.648 12.568
C 11.609 10.609 13.246
C 10.771 10.664 14.541
C 10.011 9.339 14.883
O 10.172 9.194 16.373
C 11.310 9.842 16.649
O 11.956 9.562 17.628
O 11.640 10.740 15.680
H 11.030 10.495 12.325
H 12.294 9.723 13.344
H 12.283 11.473 13.265
H 10.178 11.577 14.557
H 10.371 8.389 14.445
H 8.912 9.434 14.690
C 15.090 9.799 14.604
C 16.549 9.890 15.004
C 17.139 8.602 15.635
O 18.235 8.283 14.849
C 18.346 9.009 13.776
O 19.186 8.852 12.944
O 17.404 9.968 13.754
H 14.468 9.506 15.477
H 14.967 9.026 13.843
H 14.691 10.786 14.286
H 16.850 10.813 15.561
H 16.437 7.763 15.641
H 17.515 8.718 16.653
C 21.346 16.424 18.168
C 19.821 16.455 18.137
C 19.075 15.512 19.141
O 18.416 16.481 19.946
C 18.671 17.734 19.637
O 18.214 18.617 20.277
O 19.431 17.810 18.551
H 21.772 16.743 17.200
H 21.778 15.418 18.346
H 21.640 17.036 19.004
H 19.522 16.337 17.100
H 19.789 14.948 19.823
H 18.492 14.752 18.624
C 20.475 15.202 11.675
C 19.176 16.000 11.447
C 19.421 17.354 10.815
O 19.118 17.162 9.412
C 18.490 15.957 9.270
O 18.047 15.537 8.217
O 18.421 15.334 10.420
H 21.169 15.830 12.261
H 20.974 15.078 10.703
H 20.256 14.260 12.159
H 18.532 16.102 12.308
H 20.486 17.646 10.861
H 18.781 18.099 11.176
C 16.311 12.432 9.612
C 16.830 11.742 10.774
C 18.382 11.868 11.004
O 18.542 12.612 12.221
C 17.349 12.881 12.743
O 17.224 13.513 13.735
O 16.346 12.374 11.993
H 16.710 11.982 8.745
H 16.569 13.516 9.639
H 15.250 12.429 9.429
H 16.502 10.720 10.685
H 18.883 12.413 10.210
H 18.846 10.933 11.198
C 11.351 14.695 10.386
C 11.784 14.088 11.677
C 13.135 13.415 11.635
O 13.678 13.637 12.951
C 13.288 14.819 13.397
O 13.810 15.452 14.312
O 12.135 15.178 12.688
H 12.188 15.268 9.979
H 10.575 15.369 10.641
H 11.003 13.935 9.679
H 11.063 13.502 12.207
H 13.829 13.859 10.942
H 13.257 12.364 11.492
```

Calculated values
- charge = +1
- HOMO energy (eV) = -12.283
- DFT total energy (eV) = -149847.412
- frontier orbital gap (eV) = 10.8

Entry 2:
The following is a quantum chemistry calculation of a 2-piece molecular cluster, C25H29ClN4O3S overall, from the OMol25 dataset.

The geometry in XYZ format:
```
63
C25H29ClN4O3S | the OMol25 dataset | wB97M-V/def2-TZVPD
O -2.538 3.686 -1.925
O 0.639 -1.054 0.700
O -1.977 0.054 -2.625
Cl -2.846 1.816 4.139
N 2.895 0.321 -2.642
S -5.115 0.692 0.989
C -1.824 3.794 -0.941
C 1.592 -0.892 1.448
C -1.288 0.973 -2.195
C 2.635 0.300 -1.323
C -2.043 -2.134 4.025
C -2.701 -0.910 4.188
C -0.700 -2.158 3.634
C -0.677 0.260 3.580
C 5.340 -3.832 -2.168
C 5.096 -3.844 -0.793
C -2.021 0.289 3.962
C -0.005 -0.959 3.413
C 3.622 -0.685 -3.152
C 4.859 -2.782 -2.955
C 4.372 -2.805 -0.203
C 3.122 -0.692 -0.449
C 4.128 -1.736 -2.372
C 3.883 -1.741 -0.985
N 2.848 -0.638 0.926
N -0.490 1.690 -2.999
N -1.158 2.782 -0.380
C -4.923 -1.106 1.115
C -1.644 5.145 -0.291
C 1.437 -0.980 2.966
C -0.312 1.438 -4.426
C -3.856 1.077 -0.264
C -2.423 0.710 0.144
C -1.295 1.346 -0.694
H 2.034 1.102 -0.907
H -2.578 -3.065 4.191
H -3.746 -0.881 4.482
H -0.206 -3.114 3.489
H -0.166 1.200 3.401
H 5.900 -4.641 -2.628
H 5.467 -4.663 -0.185
H 3.818 -0.684 -4.221
H 5.050 -2.787 -4.025
H 4.186 -2.852 0.864
H 3.622 -0.832 1.554
H -0.001 2.469 -2.592
H -0.606 3.010 0.429
H -5.014 -1.552 0.125
H -5.699 -1.508 1.766
H -3.945 -1.346 1.531
H -2.243 5.877 -0.832
H -1.986 5.094 0.741
H -0.596 5.433 -0.327
H 1.916 -1.899 3.312
H 1.965 -0.140 3.424
H 0.364 0.592 -4.564
H 0.104 2.318 -4.916
H -1.276 1.199 -4.881
H -4.108 0.568 -1.195
H -3.910 2.149 -0.444
H -2.281 1.011 1.181
H -2.316 -0.375 0.102
H -0.380 0.894 -0.322
```

Calculated values
- charge = 0
- SMILES = O=C(Cc1cccc(Cl)c1)Nc1cncc2ccccc12.CNC(=O)[C@H](CCSC)NC(C)=O
- energy relative to the best compared isomer or geometry (same formula, charge and spin) (kcal/mol) = 15.1
- HOMO energy (eV) = -7.923
- DFT total energy (eV) = -61858.040
- frontier orbital gap (eV) = 7.6

Entry 3:
The following is a quantum chemistry calculation of an isolated ion of composition C6H13N2O and charge +1, from the OMol25 dataset.

The geometry in XYZ format:
```
22
C6H13N2O | the OMol25 dataset | wB97M-V/def2-TZVPD
C -0.382 -0.724 -0.376
C -0.346 1.007 0.949
C -1.522 -0.366 0.589
C -2.833 0.058 0.093
C 2.588 0.030 -1.415
C 1.934 0.238 0.006
N -1.536 -1.089 1.852
N 0.408 0.463 -0.224
O -0.580 -1.787 2.082
H 0.233 -1.562 0.182
H -0.625 -0.996 -1.367
H -0.748 1.886 0.818
H 0.240 0.887 1.879
H -2.804 0.922 -0.599
H -3.455 0.599 0.878
H -3.357 -0.800 -0.292
H 2.103 -0.958 -1.554
H 2.260 0.860 -2.102
H 3.630 -0.072 -1.341
H 2.261 1.166 0.521
H 2.117 -0.677 0.546
H 0.413 0.917 -1.126
```

Calculated values
- charge = +1
- SMILES = CC[N@H+]1C[C@@](C)(N=O)C1
- energy relative to the best compared isomer or geometry (same formula, charge and spin) (kcal/mol) = 130.6
- HOMO energy (eV) = -13.314
- DFT total energy (eV) = -11449.051
- frontier orbital gap (eV) = 8.9

Entry 4:
The following is a quantum chemistry calculation of C33H35AsAuClNO3 as an isolated structure, from the OMol25 dataset.

The geometry in XYZ format:
```
75
C33H35AsAuClNO3 | the OMol25 dataset | wB97M-V/def2-TZVPD
Au 0.265 -0.165 -0.022
C -4.489 -3.679 5.649
C -3.229 -3.098 5.067
C -2.318 -2.417 5.849
C -1.154 -1.849 5.325
C -0.275 -1.159 6.340
C -0.880 -1.968 3.953
As 0.675 -1.309 2.875
N -0.142 0.045 1.956
C -1.039 0.959 2.462
C -1.844 1.725 1.596
C -2.745 2.655 2.082
C -2.892 2.870 3.449
C -2.095 2.134 4.314
C -1.185 1.204 3.838
C 1.978 -0.535 4.152
C 2.486 0.769 4.098
C 1.959 1.852 3.191
C 3.568 1.109 4.916
C 4.187 0.198 5.753
C 5.358 0.589 6.613
C 3.704 -1.105 5.756
C 2.627 -1.485 4.969
C 2.237 -2.942 4.993
C -1.804 -2.673 3.146
C -1.636 -2.847 1.657
C -2.949 -3.216 3.713
H -4.487 -3.613 6.738
H -4.607 -4.728 5.373
H -5.369 -3.145 5.283
H -2.512 -2.304 6.912
H -0.900 -0.621 7.055
H 0.428 -0.458 5.910
H 0.311 -1.891 6.903
H -1.747 1.565 0.529
H -3.346 3.218 1.376
H -3.601 3.596 3.826
H -2.172 2.286 5.386
H -0.555 0.675 4.539
H 1.641 1.466 2.225
H 2.736 2.602 3.034
H 1.094 2.354 3.630
H 3.944 2.127 4.874
H 5.601 1.645 6.490
H 6.246 0.007 6.358
H 5.150 0.412 7.671
H 4.184 -1.853 6.380
H 2.552 -3.397 5.933
H 2.732 -3.480 4.179
H 1.168 -3.111 4.891
H -0.621 -3.135 1.381
H -1.848 -1.917 1.127
H -2.321 -3.614 1.294
H -3.644 -3.749 3.071
C 2.634 -2.634 -1.000
C 3.454 -2.018 0.106
C 4.106 -2.848 1.019
C 4.770 -2.334 2.116
Cl 5.604 -3.424 3.203
C 4.776 -0.973 2.367
C 4.163 -0.138 1.454
C 3.540 -0.647 0.316
O 2.994 0.273 -0.517
C 3.046 0.044 -1.915
C 1.779 -0.480 -2.614
O 1.942 -0.782 -3.789
O 0.659 -0.546 -1.986
H 2.318 -3.632 -0.695
H 3.187 -2.729 -1.936
H 1.727 -2.052 -1.200
H 4.063 -3.921 0.876
H 5.246 -0.577 3.258
H 4.151 0.934 1.601
H 3.867 -0.625 -2.169
H 3.260 1.016 -2.366
```

Calculated values
- charge = -1
- energy relative to the best compared isomer or geometry (same formula, charge and spin) (kcal/mol) = 0.0
- HOMO energy (eV) = -4.448
- DFT total energy (eV) = -119477.940
- frontier orbital gap (eV) = 7.0

Entry 5:
The following is a quantum chemistry calculation of a 9-piece molecular cluster, C5H31N3O8 overall, from the OMol25 dataset.

The geometry in XYZ format:
```
47
C5H31N3O8 | the OMol25 dataset | wB97M-V/def2-TZVPD
C -2.979 0.826 0.112
C -1.965 -0.289 -0.280
C -1.398 -0.388 -1.661
C -0.658 0.848 -2.326
N 0.509 1.066 -1.484
C 1.698 1.677 -2.117
N 2.778 1.883 -1.162
N -3.973 1.271 -0.853
H -2.375 1.818 0.400
H -3.564 0.535 1.028
H -2.306 -1.270 -0.029
H -1.226 -0.117 0.529
H -0.655 -1.213 -1.658
H -2.151 -0.744 -2.471
H -0.299 0.578 -3.324
H -1.358 1.684 -2.453
H 0.212 1.695 -0.708
H 1.937 0.941 -2.918
H 1.646 2.666 -2.582
H 3.291 0.959 -0.994
H 2.534 2.192 -0.240
H -4.751 0.604 -0.825
H -3.580 1.221 -1.783
H 1.433 -0.077 3.573
H 1.220 -0.182 2.090
O 0.786 0.113 2.891
H 2.961 -1.708 -0.927
H 1.796 -0.561 -0.829
O 2.583 -1.001 -0.416
H 0.243 -4.333 0.316
H -0.189 -3.037 0.580
O 0.570 -3.480 0.040
H -1.422 1.040 3.170
H -2.898 1.660 3.394
O -2.005 1.811 2.838
H -1.960 -1.646 2.362
H -0.475 -0.993 2.499
O -1.039 -1.748 2.192
H -0.149 4.438 1.216
H -0.766 3.194 1.108
O -0.090 3.693 0.676
H 1.237 -3.030 -3.025
H 1.885 -3.153 -1.599
O 2.098 -3.123 -2.536
H 2.712 -1.657 1.310
H 1.635 -2.489 1.927
O 2.337 -1.855 2.183
```

Calculated values
- charge = 0
- SMILES = NCCCCNCN.O.O.O.O.O.O.O.O
- energy relative to the best compared isomer or geometry (same formula, charge and spin) (kcal/mol) = 70.5
- HOMO energy (eV) = -8.958
- DFT total energy (eV) = -26537.236
- frontier orbital gap (eV) = 9.1